Entry 1:
{
  "formula": "C17H43BF3IO9P",
  "method": "wB97M-V/def2-TZVPD",
  "elements": ["I", "P", "F", "F", "F", "O", "O", "O", "O", "O", "O", "O", "O", "O", "C", "C", "C", "C", "C", "C", "C", "C", "C", "C", "C", "C", "C", "C", "C", "C", "C", "B", "H", "H", "H", "H", "H", "H", "H", "H", "H", "H", "H", "H", "H", "H", "H", "H", "H", "H", "H", "H", "H", "H", "H", "H", "H", "H", "H", "H", "H", "H", "H", "H", "H", "H", "H", "H", "H", "H", "H", "H", "H", "H", "H"],
  "coordinates": [[2.883, 1.346, -1.318], [-0.488, -0.401, 0.521], [-0.377, 1.766, -2.956], [-0.408, -0.314, -3.489], [1.324, 0.928, -3.919], [-1.090, -1.656, 1.603], [2.433, -1.671, -3.437], [0.133, 0.832, -0.606], [-2.925, -6.089, -1.559], [1.329, -0.938, 4.837], [0.055, -1.669, -0.597], [3.617, 5.046, -1.654], [-3.696, -1.154, -0.643], [1.343, 8.553, -0.490], [0.079, -4.128, -2.914], [2.213, -0.486, 5.849], [1.186, -1.166, -1.243], [3.233, 5.820, -0.519], [-0.392, 8.905, 1.173], [-2.761, -8.418, -0.888], [-3.290, -7.034, -0.559], [-0.051, 0.794, 3.081], [0.980, 9.307, 0.662], [1.850, 5.426, -0.036], [0.388, 0.649, -3.012], [-3.656, -2.823, -2.400], [0.923, 0.340, -1.597], [1.394, -3.707, -2.182], [-0.870, 0.794, 1.964], [-4.269, -2.377, -1.088], [3.556, -1.192, 5.767], [1.722, -2.165, -2.349], [1.197, -1.884, 4.956], [-0.410, 7.843, 1.417], [0.684, 8.718, -1.170], [1.754, -0.649, 6.832], [-4.382, -7.053, -0.464], [-3.857, -0.485, -1.315], [-0.543, -4.686, -2.210], [-1.675, -8.395, -0.984], [-1.782, -0.351, -0.010], [2.049, -1.100, -0.546], [1.241, -3.872, -1.110], [-1.847, -2.073, 1.182], [0.306, -4.818, -3.733], [2.234, -2.170, -4.233], [1.740, 9.117, 1.418], [-1.154, 9.075, 0.409], [-2.871, -6.678, 0.381], [3.261, 6.881, -0.780], [1.560, 6.007, 0.842], [-0.357, 0.321, 4.014], [3.976, 5.637, 0.258], [-2.579, -2.945, -2.289], [2.970, 5.202, -2.347], [4.008, -1.029, 4.788], [1.000, 10.374, 0.413], [1.106, 5.586, -0.819], [2.221, -4.362, -2.481], [2.337, 0.587, 5.703], [3.432, -2.271, 5.892], [-3.819, -2.073, -3.180], [4.240, -0.829, 6.537], [-0.509, -3.277, -3.260], [-3.164, -8.769, -1.842], [-0.661, 9.475, 2.064], [-1.745, 1.460, 1.920], [-3.299, -6.385, -2.394], [1.825, 4.365, 0.219], [-4.086, -3.771, -2.730], [0.926, 1.280, 3.084], [-4.084, -3.119, -0.311], [-5.355, -2.250, -1.192], [0.778, -0.615, 1.181], [-3.031, -9.137, -0.112]],
  "forces_ev_per_angstrom": [[0.18, 0.28, -0.39], [0.90, -0.83, 2.49], [-0.14, -0.03, -0.04], [0.06, -0.49, -0.11], [0.12, -0.50, -0.38], [0.02, 0.16, -0.08], [-0.66, 0.12, 0.31], [-0.09, -0.29, -1.33], [0.05, 0.03, 0.19], [0.23, -0.03, 0.30], [-0.23, 0.94, -0.80], [0.34, 0.10, 0.11], [-0.44, -0.36, 0.15], [0.14, 0.11, 0.08], [0.33, -0.32, 0.51], [-0.09, -0.39, -0.06], [0.65, -0.22, -0.65], [-0.31, 0.00, -0.26], [0.02, -0.06, 0.03], [0.06, 0.00, 0.01], [-0.07, -0.09, -0.31], [-0.98, 0.56, -0.60], [-0.28, -0.01, -0.24], [0.05, -0.19, 0.11], [-0.21, 1.46, 0.68], [0.08, -0.03, -0.07], [0.26, -0.61, 1.52], [-0.18, 0.08, 0.16], [0.99, 1.00, -0.23], [-0.01, 0.33, -0.28], [0.07, 0.05, -0.02], [-0.20, -0.02, -0.35], [-0.05, -0.02, -0.13], [0.04, 0.01, 0.03], [-0.02, -0.04, -0.02], [0.11, 0.13, 0.08], [0.01, -0.05, 0.15], [0.14, 0.04, -0.01], [-0.11, 0.10, -0.15], [0.00, 0.02, 0.06], [0.25, 0.47, -0.47], [-0.25, -0.08, 0.24], [0.03, 0.03, -0.11], [-0.10, 0.09, -0.10], [-0.13, 0.29, -0.15], [0.45, -0.31, 0.00], [0.07, -0.04, -0.08], [-0.01, 0.08, 0.03], [0.01, 0.10, -0.05], [0.00, 0.05, 0.16], [-0.02, 0.03, -0.04], [-0.66, 1.64, 0.55], [0.06, -0.08, -0.08], [-0.03, -0.04, 0.08], [-0.07, -0.12, 0.00], [-0.02, 0.05, 0.01], [0.03, 0.04, 0.15], [0.00, 0.10, 0.03], [-0.03, 0.16, -0.12], [-0.09, 0.00, -0.06], [0.00, 0.01, 0.08], [-0.09, -0.01, 0.01], [0.00, -0.03, 0.00], [0.08, -0.07, -0.13], [-0.07, -0.03, 0.04], [-0.02, 0.00, -0.02], [-1.17, -1.72, 0.69], [0.02, 0.03, -0.05], [0.03, 0.01, 0.01], [0.01, 0.01, -0.02], [0.83, -1.84, -0.64], [0.03, 0.07, 0.05], [-0.03, -0.18, 0.02], [0.12, 0.33, -0.47], [-0.01, -0.01, -0.03]],
  "total_charge": -1
}

Entry 2:
{
  "formula": "C17H43BFNO13P2S",
  "method": "wB97M-V/def2-TZVPD",
  "elements": ["S", "P", "P", "F", "O", "O", "O", "O", "O", "O", "O", "O", "O", "O", "O", "O", "O", "N", "C", "C", "C", "C", "C", "C", "C", "C", "C", "C", "C", "C", "C", "C", "C", "C", "C", "B", "H", "H", "H", "H", "H", "H", "H", "H", "H", "H", "H", "H", "H", "H", "H", "H", "H", "H", "H", "H", "H", "H", "H", "H", "H", "H", "H", "H", "H", "H", "H", "H", "H", "H", "H", "H", "H", "H", "H", "H", "H", "H", "H"],
  "coordinates": [[-3.870, -2.762, -6.799], [-0.797, 2.150, -1.521], [2.100, 2.035, 5.512], [-3.016, -1.526, -7.499], [-1.340, -3.092, -3.803], [-4.291, -3.685, -7.896], [-1.867, -7.172, -6.336], [-1.126, 0.801, -0.879], [3.527, 2.968, 5.509], [0.201, 1.605, -2.731], [-4.012, -6.086, -5.648], [0.339, 2.576, -0.389], [0.730, 1.374, 5.346], [3.020, 0.660, 5.640], [1.896, 2.391, 7.120], [-0.702, 3.721, -2.177], [-5.114, -2.288, -6.111], [-2.927, -3.555, -5.604], [-0.410, 0.990, -3.859], [0.618, 2.416, 7.747], [4.010, 3.721, 6.622], [0.084, 4.782, -1.636], [-3.631, -4.457, -1.017], [4.737, 2.848, 7.627], [-3.044, -4.423, -2.505], [0.420, 1.958, 0.891], [4.208, 0.707, 3.510], [-1.995, -4.513, -6.281], [0.324, 1.080, 8.402], [3.291, -0.063, 4.445], [-1.969, -3.245, -2.520], [1.544, 4.670, -2.034], [-1.205, 1.986, -4.687], [-2.218, -2.542, -4.770], [1.430, 0.827, 0.867], [-2.644, -6.010, -6.088], [5.043, 3.442, 8.491], [2.128, 5.461, -1.559], [1.035, 0.894, 9.212], [1.222, 0.111, 0.069], [-2.596, -5.409, -2.824], [1.982, 3.711, -1.756], [-0.590, 2.848, -4.952], [-4.214, -5.384, -0.785], [3.211, 4.306, 7.078], [-0.049, 4.862, -0.557], [-1.048, 0.163, -3.531], [2.352, -0.317, 3.944], [1.439, 0.294, 1.821], [-2.741, -4.321, -0.331], [5.627, 2.405, 7.174], [0.651, 3.193, 8.516], [-0.947, -4.506, -5.879], [2.432, 1.221, 0.677], [4.489, 0.094, 2.652], [4.127, 2.019, 7.983], [-3.879, -4.144, -3.218], [-0.560, 1.624, 1.236], [4.722, 4.447, 6.218], [3.715, 1.610, 3.136], [-4.580, -5.866, -6.409], [-1.916, -4.372, -7.401], [-2.108, -7.794, -5.621], [-0.165, 2.708, 7.046], [-3.028, -1.989, -4.192], [-0.687, 1.063, 8.814], [-2.065, 2.364, -4.125], [-2.404, -2.298, -2.094], [1.651, 4.757, -3.117], [-1.576, 1.520, -5.602], [5.113, 1.025, 4.030], [0.430, 0.251, 7.700], [-1.692, -1.736, -5.372], [0.391, 0.571, -4.471], [3.775, -0.997, 4.738], [-0.316, 5.709, -2.057], [-4.281, -3.536, -0.923], [0.753, 2.723, 1.599], [-1.148, -3.571, -1.809]],
  "forces_ev_per_angstrom": [[-6.24, -1.84, -0.25], [8.23, -0.94, 1.36], [1.29, -3.66, 7.46], [-0.86, -1.63, 1.27], [-0.93, 0.39, -0.69], [2.75, 1.95, 2.21], [-1.04, 1.67, 1.51], [-3.51, 2.07, -1.42], [-2.23, -0.27, -2.35], [-1.08, 0.24, -0.07], [1.89, -0.44, -1.10], [-1.00, 0.61, -0.32], [1.05, 2.54, -3.36], [-0.19, 0.66, -0.89], [0.24, 0.78, -0.90], [-2.62, -1.91, 0.31], [4.29, 0.33, -1.21], [1.20, 1.55, -2.36], [-0.03, -0.07, -0.41], [-0.32, -0.22, 0.26], [0.11, 0.83, 0.48], [0.09, 0.81, 0.53], [0.64, 0.70, -0.91], [0.00, -0.45, -0.10], [-0.48, 1.02, 0.47], [0.18, -0.33, 0.29], [-0.01, 0.10, 0.00], [0.34, -1.94, -0.74], [0.11, -0.18, 0.06], [0.24, -0.25, -0.24], [0.00, -1.96, 1.05], [0.11, -0.37, -0.24], [-0.07, 0.05, 0.06], [-0.61, 2.12, 1.62], [0.18, -0.07, -0.13], [-0.48, -0.28, -0.03], [0.00, 0.08, -0.10], [-0.12, 0.04, -0.02], [-0.07, 0.07, 0.00], [-0.20, 0.04, 0.08], [-0.33, 1.13, 0.36], [-0.13, 0.06, 0.15], [0.00, -0.08, 0.00], [0.60, 0.91, -0.18], [-0.01, -0.21, 0.03], [0.11, -0.17, -0.07], [0.02, -0.05, 0.04], [-0.03, -0.03, 0.03], [-0.02, 0.05, -0.01], [-1.18, -0.40, -0.40], [0.01, 0.14, 0.01], [0.21, 0.02, -0.07], [-1.10, 0.39, -0.13], [-0.04, 0.02, 0.08], [-0.06, 0.01, 0.01], [-0.12, 0.17, -0.03], [0.92, -0.58, 0.67], [0.08, -0.08, -0.16], [-0.10, -0.13, -0.27], [0.03, -0.04, -0.05], [0.02, 0.13, 0.51], [-0.05, 0.19, 1.15], [-0.04, -0.15, -0.82], [0.11, -0.18, -0.05], [0.68, -0.57, -0.90], [0.04, 0.03, 0.00], [-0.01, -0.02, -0.07], [0.35, -0.66, -0.77], [-0.05, 0.12, 0.05], [-0.01, -0.02, 0.04], [-0.05, -0.06, 0.00], [-0.11, 0.15, -0.12], [-0.15, -1.34, 0.44], [0.06, 0.02, 0.21], [-0.11, 0.09, 0.15], [-0.21, -0.21, -0.12], [0.59, -1.17, 0.16], [-0.01, 0.12, -0.17], [-0.74, 0.55, -0.93]]
}

no.,LUMO (eV),E_tot (Ha)
1,2.411,-2314.099483
2,-1.322,-2911.998340